Record 1
Below is a cluster of 2 separate species, C10H16 in total, with properties calculated with the ωB97M-V functional and the def2-TZVPD basis.

Values from the calculation:
Strongest force on any atom = 5.65 eV/A
Molecular weight = 136.24 g/mol
E_HOMO = -9.0 eV
Relative energy (zero: lowest compared OMol25 entry of this formula, charge and spin) = 74.0 kcal per mole
Frontier orbital gap = 9.94 eV

Cartesian coordinates (Å):
C 1.243 -1.990 1.060
C 2.648 -2.123 0.456
C 0.829 -0.621 1.378
C -0.365 -0.478 1.990
C 1.481 0.554 0.872
C -1.004 0.836 1.936
C 0.827 1.793 0.702
C -0.514 1.907 1.233
H 0.440 -2.222 0.252
H 1.252 -2.824 1.903
H 2.764 -2.201 -0.569
H -1.084 -1.322 2.316
H 2.403 0.469 0.270
H -1.992 0.856 2.441
H 1.179 2.712 0.047
H -1.177 2.804 0.828
H 3.134 -2.943 0.915
H 3.183 -1.083 0.619
C -2.665 0.615 -2.088
C -1.140 0.722 -2.585
H -2.717 0.830 -0.983
H -3.110 1.424 -2.486
H -3.194 -0.353 -2.118
H -0.494 1.531 -2.183
H -1.382 1.312 -3.481
H -0.547 -0.203 -2.725

Cartesian forces, eV/Å:
0.21 -2.94 -1.28
0.48 3.35 1.72
0.86 1.45 0.27
-3.40 2.15 0.58
-0.20 0.70 -1.57
-0.88 -1.92 0.90
-1.36 0.50 -0.12
0.57 1.41 -1.78
1.32 -0.49 1.36
-0.84 2.17 -1.41
-0.45 -0.52 -2.26
1.77 1.24 -0.36
-0.47 -0.09 0.74
0.58 0.30 -0.66
-0.19 -2.34 1.53
1.42 -1.89 1.56
0.96 -0.53 0.45
-0.40 -2.54 0.30
3.24 -2.12 4.11
-1.34 1.01 -0.76
0.24 -0.20 -0.71
-2.23 2.22 -1.75
0.44 0.49 -0.91
-0.54 -0.87 1.14
0.83 -1.18 -0.97
-0.61 0.63 -0.12

Record 2
Below is a structure of composition C5H10O, with properties calculated with the ωB97M-V functional and the def2-TZVPD basis.

Values from the calculation:
Strongest force on any atom = 0.33 eV/A
Molecular weight = 86.13 g/mol
E_HOMO = -8.0 eV
Relative energy (zero: lowest compared OMol25 entry of this formula, charge and spin) = 89.2 kcal per mole
Frontier orbital gap = 8.26 eV

Cartesian coordinates (Å):
C -1.567 0.620 -0.392
C -0.793 -0.177 0.627
C -0.608 -1.552 0.440
O 1.112 -1.370 -0.651
C 1.080 -0.349 0.156
C 1.563 0.986 -0.363
H -1.318 1.685 -0.331
H -2.651 0.525 -0.256
H -1.323 0.278 -1.406
H -0.748 0.208 1.644
H -0.998 -2.069 -0.429
H -0.261 -2.186 1.252
H 1.383 -0.497 1.212
H 2.638 0.871 -0.554
H 1.412 1.796 0.359
H 1.077 1.232 -1.311

Cartesian forces, eV/Å:
0.02 0.07 -0.08
-0.17 -0.21 0.02
-0.19 0.22 0.16
0.09 0.03 0.00
0.30 0.08 0.11
-0.16 0.01 -0.03
-0.05 -0.15 -0.01
0.14 0.01 -0.01
-0.04 0.05 0.15
0.03 -0.08 -0.16
0.07 0.06 0.10
0.01 0.12 -0.15
-0.04 -0.03 -0.19
-0.12 -0.02 0.04
0.03 -0.12 -0.09
0.07 -0.04 0.14

Record 3
Below is a structure of composition C3H3IN2O2, with properties calculated with the ωB97M-V functional and the def2-TZVPD basis.

Values from the calculation:
Strongest force on any atom = 4.70 eV/A
Molecular weight = 225.97 g/mol
E_HOMO (spin up / spin down) = -7.6 / -7.6 eV
Relative energy (zero: lowest compared OMol25 entry of this formula, charge and spin) = 144.8 kcal per mole
Frontier orbital gap (spin up / spin down) = 6.84 / 6.84 eV

Cartesian coordinates (Å):
C -2.610 -1.319 0.277
C -0.174 -1.075 -0.205
C 1.461 0.770 -0.078
N -0.753 1.090 0.626
N 0.094 0.197 0.095
O 0.579 -1.904 -0.714
O -1.439 -1.559 0.314
I -2.532 1.093 -0.249
H 1.434 1.795 -0.069
H 2.013 0.518 0.965
H 1.929 0.394 -0.961

Cartesian forces, eV/Å:
-1.61 0.58 0.24
4.61 0.07 -0.90
0.68 -3.34 3.15
-1.05 0.96 2.00
0.68 -0.87 -1.36
-1.98 1.16 0.78
0.55 -0.74 0.15
-0.88 0.10 -0.85
-0.75 2.36 -0.28
-0.77 0.19 -2.69
0.51 -0.49 -0.24

Record 4
Below is the ion C11H24BN2O3 with charge +1, with properties calculated with the ωB97M-V functional and the def2-TZVPD basis.

Values from the calculation:
Strongest force on any atom = 3.11 eV/A
Charge = +1
Molecular weight = 243.14 g/mol
E_HOMO = -11.8 eV
Frontier orbital gap = 8.76 eV

Cartesian coordinates (Å):
C -0.479 -0.389 3.866
C 0.473 -0.036 2.879
C 0.643 1.420 2.291
C -0.496 1.790 1.201
O -1.736 1.034 1.441
C -1.782 -0.006 0.433
B -3.164 -0.835 0.224
N -4.152 -0.523 -0.860
O -3.407 -1.949 1.111
N -1.242 0.761 -0.757
C 0.064 1.237 -0.188
C 0.771 2.214 -1.216
C 1.906 1.538 -2.102
C 1.556 0.075 -2.630
C 2.290 -1.016 -1.717
O 1.595 -2.275 -1.777
C 1.773 -2.954 -0.502
H -1.048 -1.352 3.716
H -0.672 0.306 4.729
H 1.153 -0.873 2.514
H 0.664 2.145 3.160
H 1.684 1.473 1.820
H -0.609 2.916 1.330
H -1.055 -0.838 0.748
H -4.953 -0.087 -0.381
H -4.489 -1.435 -1.203
H -2.721 -2.605 0.852
H -1.940 1.528 -0.832
H -1.264 0.265 -1.658
H 0.643 0.311 0.097
H 0.039 2.794 -1.873
H 1.289 3.019 -0.591
H 2.855 1.462 -1.495
H 2.112 2.208 -2.998
H 0.456 -0.128 -2.787
H 2.043 -0.016 -3.659
H 2.326 -0.683 -0.631
H 3.368 -1.084 -2.087
H 2.788 -2.718 -0.036
H 0.971 -2.622 0.227
H 1.748 -4.074 -0.658

Cartesian forces, eV/Å:
1.82 0.84 -2.10
-1.38 -0.49 1.28
1.00 -0.84 1.41
2.12 -0.63 1.21
0.48 0.15 -1.57
0.37 -0.66 1.40
-1.96 -0.69 0.61
1.14 -0.52 1.39
1.56 1.20 -2.41
-1.16 -0.76 0.56
-0.32 1.22 -0.38
1.04 0.71 0.78
-0.49 -0.22 -0.32
1.42 -0.07 -0.39
-0.50 0.81 -0.35
0.90 0.37 1.31
0.49 -0.46 0.15
1.36 0.68 1.15
-0.75 -0.47 -1.47
-1.50 0.97 -0.48
-0.34 -0.60 -1.08
-1.43 0.19 0.35
-0.55 -1.53 -0.75
-0.33 1.22 -0.76
0.14 0.08 -0.57
-0.18 0.56 0.23
-0.48 0.12 0.94
0.69 -0.18 -0.26
0.41 -0.04 0.40
-0.46 1.05 -0.79
0.64 -1.05 0.96
-0.73 -0.97 -0.80
-0.97 0.18 -0.67
-0.23 -0.74 1.30
1.15 0.15 0.37
-0.91 0.04 1.25
-0.02 -0.13 -1.19
-1.29 -0.16 0.55
-1.25 -0.27 -0.66
0.76 -0.42 -0.70
-0.24 1.37 0.08

Record 5
Below is a cluster of 5 separate species, C5H16O5 in total, with properties calculated with the ωB97M-V functional and the def2-TZVPD basis.

Values from the calculation:
Strongest force on any atom = 1.90 eV/A
Molecular weight = 156.18 g/mol
E_HOMO = -9.9 eV
Relative energy (zero: lowest compared OMol25 entry of this formula, charge and spin) = 50.2 kcal per mole
Frontier orbital gap = 10.49 eV

Cartesian coordinates (Å):
C -0.850 -3.219 -0.323
C 0.283 -3.463 0.317
C -1.789 0.126 -2.100
O -1.747 1.491 -1.667
C -1.320 -0.835 -1.040
C -1.080 -2.118 -1.290
H -1.682 -3.921 -0.270
H 1.129 -2.829 0.115
H 0.419 -4.149 1.136
H -2.764 -0.032 -2.568
H -1.247 -0.002 -3.053
H -2.221 1.458 -0.845
H -1.602 -0.512 -0.035
H -0.998 -2.329 -2.363
H 2.754 -0.159 2.986
H 2.403 1.205 2.535
O 2.105 0.547 3.211
H 2.427 2.511 0.563
H 2.493 3.078 1.985
O 2.873 2.387 1.408
H -1.134 0.961 1.750
H 0.101 1.185 2.567
O -0.514 1.649 2.012
H 0.012 2.786 -1.726
H 1.015 1.612 -1.578
O 0.934 2.573 -1.728

Cartesian forces, eV/Å:
-0.42 -0.35 -0.45
0.03 0.87 0.17
0.46 0.33 -1.60
0.42 -0.64 -0.55
-1.88 -0.25 0.21
0.95 0.32 -0.67
-0.02 0.13 0.40
0.25 0.28 0.07
-0.22 -0.57 -0.24
-0.68 -0.53 1.03
0.81 0.45 0.61
-0.34 0.52 0.67
0.58 -0.08 0.09
-0.06 -0.44 0.25
-0.87 0.38 0.60
-0.42 -0.20 0.34
1.09 -0.51 -0.85
-0.18 0.00 -0.17
0.28 -0.28 -0.48
-0.14 0.72 0.40
0.01 0.11 0.02
0.83 -0.46 0.58
-0.70 0.26 -0.54
-0.97 -0.27 0.09
-0.47 0.80 -0.15
1.64 -0.61 0.17

Record 6
Below is a structure of composition C20H25MoN4O2S, with properties calculated with the ωB97M-V functional and the def2-TZVPD basis.

Values from the calculation:
Strongest force on any atom = 0.62 eV/A
Charge = +1
Molecular weight = 481.45 g/mol
E_HOMO (spin up / spin down) = -10.6 / -10.6 eV
Relative energy (zero: lowest compared OMol25 entry of this formula, charge and spin) = 0.0 kcal per mole
Frontier orbital gap (spin up / spin down) = 7.09 / 7.09 eV

Cartesian coordinates (Å):
Mo -0.885 -0.585 -0.139
O 0.540 -1.615 -1.336
S 1.765 -1.360 -0.479
O 2.498 -2.521 -0.099
N 1.071 -0.522 0.674
C 1.224 -0.778 2.046
C 2.390 -0.761 2.761
C 2.364 -0.996 4.153
C 1.191 -1.230 4.812
C -0.027 -1.266 4.092
C -1.285 -1.523 4.678
C -2.404 -1.583 3.893
C -2.282 -1.403 2.509
N -1.127 -1.124 1.926
C 0.005 -1.050 2.704
C 2.796 -0.275 -1.395
C 3.703 -0.838 -2.283
C 4.503 0.003 -3.038
C 4.394 1.382 -2.895
C 3.490 1.929 -1.994
C 2.680 1.098 -1.234
H 3.329 -0.563 2.263
H 3.296 -0.978 4.701
H 1.176 -1.396 5.881
H -1.348 -1.686 5.747
H -3.378 -1.790 4.311
H -3.137 -1.499 1.851
H 3.788 -1.913 -2.369
H 5.217 -0.417 -3.732
H 5.025 2.033 -3.483
H 3.420 3.001 -1.876
H 1.977 1.502 -0.517
N -3.787 -1.763 -0.465
N -2.466 -1.912 -1.018
H -4.463 -2.284 -1.016
H -4.015 -0.778 -0.522
H -2.485 -1.853 -2.036
H -2.164 -2.859 -0.799
C -3.189 1.893 -2.057
C -1.740 1.860 -1.558
C -1.215 3.285 -1.374
C -0.863 1.117 -2.578
C -1.676 1.088 -0.261
H -3.264 2.478 -2.976
H -3.851 2.342 -1.316
H -3.551 0.884 -2.274
H -1.211 3.817 -2.327
H -0.196 3.275 -0.983
H -1.841 3.846 -0.678
H -1.115 1.386 -3.605
H -1.000 0.024 -2.520
H 0.195 1.331 -2.424
H -2.073 1.544 0.651

Cartesian forces, eV/Å:
-0.09 0.17 0.59
-0.01 -0.07 -0.05
0.05 0.21 0.00
-0.01 -0.03 -0.03
-0.02 0.01 -0.08
0.06 -0.06 0.08
-0.03 0.00 -0.04
-0.01 0.00 0.04
0.03 0.00 0.00
-0.02 0.01 -0.06
-0.02 0.00 -0.01
0.01 0.00 0.04
0.00 0.00 -0.03
0.07 -0.09 -0.20
-0.02 0.00 0.11
-0.01 -0.06 0.00
0.01 -0.03 -0.01
0.01 0.04 -0.01
-0.01 -0.03 0.01
0.00 -0.02 0.00
0.00 0.06 0.03
-0.01 0.00 -0.02
0.00 0.00 0.01
0.01 0.00 0.00
-0.01 0.00 0.00
0.00 0.00 0.00
0.00 -0.01 0.00
0.00 0.00 0.00
0.00 0.00 0.00
0.00 0.00 0.00
0.00 0.00 0.00
0.00 0.00 -0.01
-0.02 -0.01 0.01
-0.08 0.02 0.04
0.01 0.00 -0.01
0.00 0.01 0.00
0.01 0.00 0.00
0.00 -0.02 -0.01
-0.03 0.03 0.01
0.00 -0.03 -0.03
-0.03 0.01 0.01
0.08 0.01 -0.03
0.10 -0.05 -0.35
0.01 0.00 0.00
0.00 0.00 0.01
0.01 0.00 0.00
0.00 -0.01 0.00
0.00 -0.01 0.00
0.00 0.00 0.00
0.00 0.04 0.01
-0.04 -0.01 -0.07
0.01 -0.03 0.00
-0.01 -0.08 0.05